(1)
{
  "formula": "C52H49F6N3O",
  "method": "ωB97M-V/def2-TZVPD",
  "orbital_gap_ev": 9.518,
  "lumo_ha": 0.018,
  "smiles": "Fc1ccccc1.Fc1ccccc1.Fc1ccccc1.Fc1ccccc1.Fc1ccccc1.Fc1ccccc1.c1ccncc1.c1ccncc1.c1ccncc1.CO",
  "e_above_lowest_ev": 2.120,
  "fmax_ha_per_bohr": 0.0604,
  "charge": 0,
  "spin_multiplicity": 1,
  "species": ["N", "C", "C", "C", "C", "C", "H", "H", "H", "H", "H", "N", "C", "C", "C", "C", "C", "H", "H", "H", "H", "H", "N", "C", "C", "C", "C", "C", "H", "H", "H", "H", "H", "C", "O", "H", "H", "H", "H", "F", "C", "C", "C", "C", "C", "C", "H", "H", "H", "H", "H", "F", "C", "C", "C", "C", "C", "C", "H", "H", "H", "H", "H", "F", "C", "C", "C", "C", "C", "C", "H", "H", "H", "H", "H", "F", "C", "C", "C", "C", "C", "C", "H", "H", "H", "H", "H", "F", "C", "C", "C", "C", "C", "C", "H", "H", "H", "H", "H", "F", "C", "C", "C", "C", "C", "C", "H", "H", "H", "H", "H"],
  "positions_angstrom": [[2.95, -3.05, -3.67], [3.33, -2.61, -4.90], [2.69, -3.04, -6.08], [1.56, -3.88, -5.91], [1.17, -4.32, -4.66], [1.85, -3.84, -3.61], [4.16, -1.93, -4.96], [2.92, -2.65, -7.06], [1.02, -4.14, -6.81], [0.28, -4.91, -4.46], [1.58, -4.21, -2.63], [-3.56, 0.85, 3.03], [-3.98, 1.88, 2.25], [-5.34, 2.30, 2.17], [-6.24, 1.54, 2.86], [-5.84, 0.51, 3.69], [-4.49, 0.22, 3.81], [-3.11, 2.32, 1.78], [-5.68, 3.11, 1.54], [-7.30, 1.75, 2.82], [-6.68, 0.03, 4.16], [-4.19, -0.52, 4.53], [-0.04, 0.27, -0.22], [-0.46, 0.31, 1.09], [-0.33, -0.75, 1.96], [0.13, -2.00, 1.49], [0.62, -2.06, 0.17], [0.58, -0.90, -0.63], [-0.96, 1.22, 1.42], [-0.75, -0.58, 2.94], [0.09, -2.89, 2.11], [1.04, -2.93, -0.31], [1.18, -0.79, -1.53], [1.48, -2.93, 5.20], [1.23, -4.26, 5.00], [2.32, -2.83, 5.88], [1.67, -2.44, 4.24], [0.59, -2.54, 5.68], [1.77, -4.70, 4.34], [6.10, 0.00, -4.33], [5.32, 0.41, -3.31], [4.59, -0.51, -2.54], [4.01, 0.03, -1.39], [3.96, 1.36, -1.13], [4.67, 2.24, -1.93], [5.26, 1.78, -3.07], [4.70, -1.57, -2.71], [3.60, -0.72, -0.73], [3.43, 1.69, -0.25], [4.73, 3.27, -1.62], [5.83, 2.49, -3.64], [-0.45, 3.28, 2.41], [-0.87, 4.58, 2.18], [-0.34, 5.49, 3.02], [-0.65, 6.84, 2.86], [-1.51, 7.25, 1.86], [-1.99, 6.29, 0.94], [-1.67, 4.95, 1.12], [0.31, 5.28, 3.86], [-0.11, 7.49, 3.53], [-1.87, 8.26, 1.69], [-2.69, 6.58, 0.18], [-1.91, 4.25, 0.34], [-3.99, 3.84, -1.08], [-3.34, 3.48, -2.22], [-2.21, 2.61, -2.21], [-1.49, 2.36, -3.40], [-1.92, 3.00, -4.60], [-3.05, 3.77, -4.63], [-3.69, 4.06, -3.42], [-1.85, 2.12, -1.32], [-0.66, 1.68, -3.38], [-1.41, 2.67, -5.50], [-3.38, 4.25, -5.54], [-4.56, 4.70, -3.48], [2.97, 0.10, 8.93], [2.12, 0.20, 7.92], [0.77, 0.06, 8.18], [-0.14, 0.28, 7.09], [0.29, 0.63, 5.84], [1.69, 0.66, 5.62], [2.62, 0.44, 6.64], [0.37, -0.20, 9.15], [-1.17, 0.20, 7.40], [-0.43, 0.77, 5.04], [2.04, 0.79, 4.60], [3.69, 0.48, 6.51], [-3.80, -8.40, 1.51], [-2.62, -7.74, 1.24], [-1.90, -7.08, 2.27], [-0.99, -6.06, 1.93], [-0.64, -5.87, 0.56], [-1.12, -6.66, -0.43], [-2.14, -7.58, -0.08], [-2.27, -7.16, 3.28], [-0.60, -5.36, 2.64], [0.04, -5.06, 0.35], [-0.83, -6.61, -1.47], [-2.59, -8.11, -0.90], [0.37, 1.58, -8.08], [0.87, 1.36, -6.86], [1.74, 2.27, -6.22], [2.31, 1.96, -4.99], [1.88, 0.85, -4.29], [1.02, -0.09, -4.89], [0.49, 0.21, -6.15], [2.00, 3.16, -6.77], [3.00, 2.68, -4.58], [2.10, 0.72, -3.24], [0.73, -0.99, -4.38], [-0.06, -0.58, -6.65]]
}

(2)
{
  "formula": "C52H51CoN4O5S2Se2",
  "method": "ωB97M-V/def2-TZVPD",
  "orbital_gap_ev": [6.809, 6.393],
  "lumo_ha": [-0.224, -0.245],
  "e_above_lowest_ev": 0.778,
  "fmax_ha_per_bohr": 0.0418,
  "charge": 2,
  "spin_multiplicity": 5,
  "species": ["Co", "C", "C", "C", "C", "C", "C", "C", "S", "O", "C", "C", "C", "C", "C", "C", "C", "C", "C", "C", "C", "C", "C", "C", "C", "C", "C", "C", "C", "C", "S", "O", "C", "C", "C", "C", "C", "C", "C", "H", "H", "H", "H", "H", "H", "H", "H", "H", "H", "H", "H", "H", "H", "H", "H", "H", "H", "H", "H", "H", "H", "H", "H", "H", "H", "C", "O", "C", "O", "H", "H", "H", "Se", "C", "N", "C", "C", "C", "C", "N", "C", "Se", "N", "C", "C", "C", "C", "C", "C", "C", "C", "C", "C", "H", "H", "H", "H", "H", "H", "H", "H", "H", "H", "H", "H", "H", "H", "H", "H", "H", "H", "H", "H", "H", "H", "O", "N"],
  "positions_angstrom": [[0.09, -0.86, -0.88], [-0.82, 7.36, -0.25], [-0.85, 5.86, -0.14], [-1.39, 5.24, 0.99], [-1.41, 3.86, 1.12], [-0.88, 3.10, 0.09], [-0.32, 3.68, -1.04], [-0.31, 5.06, -1.15], [-0.98, 1.34, 0.24], [-0.84, 0.98, 1.67], [-2.67, 1.03, -0.26], [-3.01, 1.43, -1.57], [-4.22, 1.12, -2.09], [-5.14, 0.34, -1.34], [-6.38, -0.06, -1.91], [-7.25, -0.84, -1.20], [-6.92, -1.24, 0.12], [-5.74, -0.86, 0.69], [-4.81, -0.06, -0.03], [-3.54, 0.32, 0.53], [-3.30, -0.07, 1.97], [-4.02, 0.63, 2.98], [-4.82, 1.76, 2.68], [-5.47, 2.43, 3.68], [-5.35, 2.00, 5.02], [-4.59, 0.92, 5.34], [-3.90, 0.21, 4.33], [-3.08, -0.90, 4.66], [-2.38, -1.56, 3.70], [-2.50, -1.12, 2.36], [-1.52, -1.89, 1.15], [-0.02, -1.88, 1.81], [-1.94, -3.60, 1.30], [-3.18, -3.94, 0.78], [-3.56, -5.27, 0.79], [-2.71, -6.25, 1.30], [-3.10, -7.70, 1.26], [-1.48, -5.86, 1.83], [-1.07, -4.54, 1.83], [-1.66, 7.81, 0.29], [-0.86, 7.68, -1.29], [0.10, 7.75, 0.18], [-1.80, 5.85, 1.79], [-1.81, 3.38, 2.00], [0.10, 3.06, -1.83], [0.12, 5.53, -2.02], [-2.30, 2.02, -2.15], [-4.50, 1.44, -3.08], [-6.62, 0.25, -2.91], [-8.19, -1.15, -1.63], [-7.61, -1.85, 0.68], [-5.51, -1.18, 1.70], [-4.90, 2.10, 1.66], [-6.07, 3.29, 3.44], [-5.87, 2.55, 5.80], [-4.49, 0.60, 6.37], [-3.01, -1.22, 5.69], [-1.74, -2.40, 3.94], [-3.85, -3.18, 0.37], [-4.52, -5.55, 0.39], [-4.18, -7.82, 1.21], [-2.72, -8.24, 2.12], [-2.67, -8.17, 0.37], [-0.81, -6.62, 2.23], [-0.11, -4.26, 2.22], [2.86, -2.77, 1.99], [1.90, -2.67, 0.89], [1.09, -1.64, 0.94], [1.40, -0.50, 0.63], [3.44, -3.66, 1.76], [2.33, -2.89, 2.93], [3.49, -1.88, 2.01], [-0.08, -3.26, -1.54], [1.59, -4.01, -1.52], [2.63, -4.51, -1.49], [3.88, -0.16, -5.53], [5.13, -0.11, -4.66], [5.37, -1.38, -3.86], [4.28, -1.73, -2.84], [4.23, -0.75, -1.74], [3.29, 0.16, -1.49], [1.65, 0.36, -2.40], [3.66, 0.90, -0.43], [2.94, 2.02, 0.18], [3.61, 3.37, -0.02], [3.48, 3.96, -1.43], [4.34, 3.29, -2.49], [4.87, 0.40, 0.06], [5.63, 0.75, 1.17], [6.75, -0.01, 1.41], [7.11, -1.08, 0.57], [6.36, -1.42, -0.53], [5.22, -0.65, -0.77], [3.85, 0.69, -6.21], [2.96, -0.13, -4.94], [3.86, -1.07, -6.14], [5.09, 0.76, -3.99], [6.00, 0.05, -5.30], [6.33, -1.31, -3.34], [5.44, -2.23, -4.54], [4.48, -2.70, -2.40], [3.30, -1.77, -3.30], [2.84, 1.79, 1.24], [1.94, 2.02, -0.25], [4.66, 3.30, 0.24], [3.14, 4.05, 0.70], [3.76, 5.02, -1.36], [2.43, 3.94, -1.73], [5.36, 3.13, -2.13], [4.41, 3.92, -3.38], [3.93, 2.33, -2.82], [5.35, 1.57, 1.82], [7.38, 0.22, 2.26], [8.00, -1.66, 0.80], [6.63, -2.25, -1.18], [-1.45, -0.85, -3.46], [-1.23, -0.75, -2.33]]
}

(3)
{
  "formula": "C52H51N2OsP4S",
  "method": "ωB97M-V/def2-TZVPD",
  "orbital_gap_ev": [5.566, 3.220],
  "lumo_ha": [-0.242, -0.416],
  "e_above_lowest_ev": 0.000,
  "fmax_ha_per_bohr": 0.1045,
  "charge": 3,
  "spin_multiplicity": 5,
  "species": ["Os", "C", "S", "C", "C", "C", "N", "P", "C", "C", "C", "C", "C", "C", "C", "C", "C", "C", "C", "C", "P", "C", "C", "C", "C", "C", "C", "C", "C", "C", "C", "C", "C", "H", "H", "H", "H", "H", "H", "H", "H", "H", "H", "H", "H", "H", "H", "H", "H", "H", "H", "H", "H", "H", "H", "H", "H", "H", "H", "H", "H", "H", "N", "P", "C", "C", "C", "C", "C", "C", "C", "C", "C", "C", "C", "C", "P", "C", "C", "C", "C", "C", "C", "C", "C", "C", "C", "C", "C", "H", "H", "H", "H", "H", "H", "H", "H", "H", "H", "H", "H", "H", "H", "H", "H", "H", "H", "H", "H", "H", "H"],
  "positions_angstrom": [[-0.01, -0.97, -0.31], [-7.52, 2.29, 3.00], [-6.45, 1.01, 2.24], [-6.35, 1.25, 0.50], [-5.34, 0.23, -0.09], [-3.91, 0.75, 0.30], [-2.67, 0.04, 0.10], [-1.63, 0.17, -1.18], [-2.07, -0.57, -2.85], [-1.25, -0.95, -3.93], [-1.78, -1.17, -5.21], [-3.11, -0.84, -5.42], [-3.94, -0.53, -4.34], [-3.45, -0.49, -3.07], [-1.72, 1.93, -1.64], [-1.61, 2.87, -0.61], [-1.90, 4.17, -0.81], [-2.25, 4.68, -2.07], [-2.42, 3.77, -3.11], [-2.12, 2.43, -2.91], [-1.78, -1.13, 0.90], [-1.60, -0.61, 2.57], [-1.25, -1.48, 3.58], [-1.32, -1.14, 4.95], [-1.68, 0.14, 5.33], [-1.74, 1.03, 4.28], [-1.69, 0.74, 2.94], [-2.59, -2.74, 0.71], [-3.69, -3.04, 1.55], [-4.55, -4.06, 1.20], [-4.09, -4.92, 0.23], [-2.80, -4.80, -0.44], [-2.00, -3.69, -0.20], [-7.01, 2.68, 3.88], [-8.54, 1.92, 3.15], [-7.58, 3.16, 2.34], [-5.97, 2.25, 0.29], [-7.35, 1.09, 0.04], [-5.53, 0.21, -1.13], [-5.54, -0.79, 0.30], [-4.01, 1.03, 1.38], [-3.72, 1.66, -0.31], [-0.21, -1.08, -3.78], [-1.14, -1.48, -6.04], [-3.54, -0.84, -6.41], [-5.00, -0.42, -4.51], [-4.05, -0.46, -2.19], [-1.21, 2.58, 0.40], [-1.86, 4.85, 0.01], [-2.39, 5.74, -2.18], [-2.74, 4.17, -4.08], [-2.24, 1.77, -3.80], [-1.00, -2.53, 3.38], [-1.06, -1.87, 5.71], [-1.71, 0.43, 6.35], [-1.87, 2.08, 4.49], [-1.83, 1.56, 2.27], [-4.09, -2.49, 2.44], [-5.54, -4.36, 1.52], [-4.85, -5.70, -0.01], [-2.50, -5.47, -1.20], [-1.17, -3.37, -0.86], [3.69, -0.02, 0.32], [3.87, -0.24, 1.95], [5.33, -1.06, 2.24], [5.09, -2.05, 3.15], [6.03, -3.02, 3.37], [7.18, -2.97, 2.62], [7.37, -2.05, 1.60], [6.48, -1.03, 1.47], [3.97, 1.43, 2.62], [5.11, 1.78, 3.30], [5.25, 3.08, 3.69], [4.23, 3.96, 3.31], [3.00, 3.58, 2.78], [2.84, 2.26, 2.40], [2.58, -0.70, -0.89], [2.02, 0.81, -1.78], [1.55, 0.66, -3.09], [1.26, 1.78, -3.89], [1.41, 3.03, -3.32], [1.74, 3.18, -2.01], [2.02, 2.08, -1.21], [3.48, -1.75, -2.02], [4.78, -1.41, -2.41], [5.46, -2.23, -3.28], [4.90, -3.43, -3.58], [3.60, -3.82, -3.19], [2.83, -2.95, -2.40], [4.59, 0.17, -0.13], [4.18, -2.04, 3.76], [5.80, -3.75, 4.15], [8.06, -3.62, 2.64], [8.24, -2.23, 0.95], [6.66, -0.20, 0.79], [5.81, 0.99, 3.61], [6.05, 3.36, 4.38], [4.39, 4.98, 3.57], [2.24, 4.34, 2.62], [1.99, 1.87, 1.86], [1.56, -0.33, -3.53], [0.92, 1.68, -4.91], [1.24, 3.93, -3.90], [1.75, 4.16, -1.56], [2.34, 2.15, -0.17], [5.13, -0.41, -2.16], [6.41, -1.88, -3.68], [5.42, -4.05, -4.33], [3.13, -4.68, -3.65], [1.80, -3.16, -2.15], [2.78, -0.85, 2.47]]
}

(4)
{
  "formula": "C52H51N8OsS3",
  "method": "ωB97M-V/def2-TZVPD",
  "orbital_gap_ev": 7.073,
  "lumo_ha": -0.313,
  "fmax_ha_per_bohr": 0.0284,
  "charge": 3,
  "spin_multiplicity": 1,
  "species": ["Os", "N", "S", "N", "S", "N", "S", "N", "C", "C", "C", "C", "C", "C", "C", "C", "C", "C", "C", "C", "C", "C", "C", "C", "C", "C", "C", "C", "C", "C", "C", "C", "C", "C", "C", "C", "C", "C", "C", "C", "C", "C", "C", "C", "H", "H", "H", "H", "H", "H", "H", "H", "H", "H", "H", "H", "H", "H", "H", "H", "H", "H", "H", "H", "H", "H", "H", "H", "H", "H", "H", "H", "H", "H", "C", "C", "C", "C", "C", "C", "N", "N", "C", "C", "C", "C", "C", "C", "H", "H", "H", "H", "H", "H", "H", "H", "H", "N", "C", "C", "C", "C", "N", "H", "H", "H", "H", "H", "H", "H", "H", "H", "H", "H", "H"],
  "positions_angstrom": [[0.86, 0.90, -1.42], [-0.39, -0.60, -1.59], [-1.33, -1.66, -1.11], [-2.03, -1.62, 0.32], [-1.83, -0.84, 1.63], [-0.47, -0.93, 2.34], [0.91, -0.25, 1.83], [0.86, 0.56, 0.60], [1.36, 0.71, 3.26], [2.27, 1.74, 3.07], [2.64, 2.50, 4.17], [2.10, 2.24, 5.42], [1.17, 1.22, 5.58], [0.79, 0.44, 4.50], [1.97, -1.68, 1.81], [2.46, -2.20, 3.00], [3.21, -3.37, 2.95], [3.45, -3.99, 1.73], [2.95, -3.45, 0.55], [2.20, -2.29, 0.59], [-2.93, -1.60, 2.77], [-4.10, -0.97, 3.16], [-4.91, -1.60, 4.10], [-4.53, -2.82, 4.64], [-3.36, -3.44, 4.23], [-2.54, -2.83, 3.30], [-2.41, 0.81, 1.38], [-3.51, 0.99, 0.54], [-4.10, 2.24, 0.48], [-3.59, 3.29, 1.24], [-2.47, 3.10, 2.04], [-1.87, 1.85, 2.13], [-0.60, -3.27, -1.21], [-0.18, -3.69, -2.47], [0.34, -4.96, -2.59], [0.44, -5.79, -1.48], [0.02, -5.35, -0.23], [-0.51, -4.08, -0.09], [-2.77, -1.75, -2.14], [-2.64, -1.35, -3.47], [-3.73, -1.49, -4.32], [-4.93, -2.00, -3.84], [-5.04, -2.38, -2.51], [-3.96, -2.26, -1.65], [2.69, 1.94, 2.09], [3.36, 3.31, 4.04], [2.39, 2.84, 6.27], [0.74, 1.04, 6.56], [0.06, -0.35, 4.62], [2.26, -1.71, 3.95], [3.60, -3.79, 3.87], [4.03, -4.90, 1.71], [3.15, -3.94, -0.39], [1.80, -1.86, -0.33], [-4.40, -0.01, 2.75], [-5.82, -1.12, 4.42], [-5.16, -3.29, 5.39], [-3.08, -4.40, 4.65], [-1.61, -3.29, 3.00], [-3.89, 0.16, -0.04], [-4.97, 2.39, -0.14], [-4.07, 4.25, 1.21], [-2.07, 3.93, 2.62], [-1.03, 1.69, 2.78], [-0.27, -3.05, -3.33], [0.66, -5.32, -3.56], [0.85, -6.79, -1.59], [0.08, -6.01, 0.62], [-0.87, -3.73, 0.87], [-1.70, -0.95, -3.83], [-3.64, -1.20, -5.36], [-5.77, -2.11, -4.50], [-5.98, -2.77, -2.14], [-4.04, -2.57, -0.61], [5.78, 1.79, 1.61], [5.57, 2.87, 0.76], [4.61, 2.80, -0.24], [3.85, 1.64, -0.37], [4.06, 0.56, 0.47], [5.03, 0.63, 1.45], [2.92, 1.50, -1.47], [3.41, 1.90, -2.56], [2.65, 1.56, -3.64], [3.14, 1.82, -4.93], [2.48, 1.27, -6.00], [1.39, 0.44, -5.77], [0.89, 0.22, -4.49], [1.49, 0.82, -3.38], [6.54, 1.84, 2.38], [6.17, 3.76, 0.86], [4.46, 3.62, -0.93], [3.51, -0.35, 0.30], [5.22, -0.23, 2.08], [4.04, 2.41, -5.04], [2.83, 1.44, -7.01], [0.90, -0.05, -6.61], [0.03, -0.43, -4.37], [1.03, 2.91, -0.52], [0.28, 4.18, -0.68], [0.10, 4.51, -2.16], [-1.31, 4.16, -2.59], [-1.69, 2.77, -2.13], [-0.75, 1.74, -2.61], [0.95, 2.58, 0.45], [2.00, 3.18, -0.63], [0.83, 4.97, -0.16], [-0.68, 4.08, -0.18], [0.83, 3.93, -2.73], [0.30, 5.56, -2.36], [-1.40, 4.24, -3.68], [-2.04, 4.86, -2.17], [-2.70, 2.53, -2.48], [-1.71, 2.70, -1.04], [-0.40, 1.96, -3.54], [-1.23, 0.84, -2.68]]
}

- Number 3 is which compound?
  C52H51N2OsP4S